Entry 1:
2 unconnected molecules or ions with the total composition C3H9N5, computed with ωB97M-V/def2-TZVPD.

The energy comes out at -10680.209 eV. As for the spin multiplicity: 1. Its net charge is +2. The value obtained for the HOMO energy (alpha / beta) is -0.7075 / -0.6745 hartree.

The geometry in XYZ format:
```
17
Properties=species:S:1:pos:R:3:forces:R:3
H 0.976629 2.262441 0.075037 -0.3 1.0 0.8
H 2.575195 0.817836 0.605273 0.4 0.4 0.2
H -0.023629 1.371979 1.269902 0.1 -0.2 1.6
H -0.346151 1.267770 -1.601076 0.2 0.6 -1.6
C 0.511457 1.327630 0.362771 0.6 1.5 -3.3
N -1.340850 -0.952794 0.234069 -0.2 -2.7 0.5
H -2.178028 0.744681 0.843822 1.3 0.0 -1.9
N 1.768140 -0.806465 -0.168929 0.9 2.0 0.4
H 2.790492 -1.054174 -0.455014 -2.3 0.0 0.6
H -3.417682 -1.384542 1.430725 0.4 0.0 -0.2
N -0.436110 -1.681680 0.011018 -4.3 1.9 2.0
H -2.314804 0.414355 -0.910869 -2.3 -0.4 -1.6
H 1.014904 -2.605829 -0.763681 1.3 -1.6 -1.0
N -0.437585 1.054121 -0.654672 -2.3 -2.0 3.6
C -1.629419 0.381234 -0.145708 1.7 3.0 1.2
N 1.702483 0.541714 0.191546 0.7 -4.2 -0.1
C 0.784963 -1.698274 -0.324208 4.2 0.9 -1.2
```
Forces are in eV/Å.

---

Entry 2:
2 unconnected molecules or ions with the total composition C3H9N5O, computed with ωB97M-V/def2-TZVPD.

The energy comes out at -12748.197 eV. As for the spin multiplicity: 1. The value obtained for the HOMO energy is -0.3040 hartree.

The geometry in XYZ format:
```
18
Properties=species:S:1:pos:R:3:forces:R:3
C -0.638364 0.121929 0.162885 -1.0 -3.3 1.3
H -2.843745 -0.429420 -0.633201 1.1 -4.2 2.3
H 3.037444 -0.300537 -0.738496 -0.6 -1.4 0.5
N -1.186203 -1.198028 0.477554 -1.4 1.5 -1.0
H -3.261941 -1.981487 0.865207 2.7 2.4 -4.0
H 2.802587 -2.025449 -0.820477 0.2 0.8 0.0
C 0.781465 0.021602 0.233801 3.2 0.7 -0.5
H 2.011223 1.650211 -0.388509 0.2 -0.1 1.0
N -1.404684 1.056090 -0.122307 -1.4 2.4 -0.6
O -0.733965 2.290661 -0.461640 -2.6 1.9 1.3
N 1.183057 -1.086657 -0.268407 2.3 0.8 0.4
H 2.631426 0.968246 1.266618 -1.1 0.0 -0.9
H -0.570604 -1.896658 0.101978 0.6 0.1 0.1
H -1.451511 3.055607 -0.202580 2.5 -3.1 -1.0
H 0.991564 1.895095 1.097093 1.6 -0.3 -0.4
N -2.442970 -1.523252 -0.174192 -3.6 2.2 2.1
N 2.587959 -1.157570 -0.324070 -0.2 -0.2 -0.7
C 1.751094 1.207308 0.607555 -2.5 -0.1 0.0
```
Forces are in eV/Å.

---

Entry 3:
A single C3H9N5O2 molecule, computed with ωB97M-V/def2-TZVPD.

The energy comes out at -14798.639 eV. As for the spin multiplicity: 1. As for the SMILES: N/N=C(/N)N(N)CC(=O)O. The value obtained for the HOMO energy is -0.3173 hartree.

The geometry in XYZ format:
```
19
Properties=species:S:1:pos:R:3:forces:R:3
H -1.163190 -0.695697 -1.666053 0.2 0.3 1.1
H 1.544721 -1.635396 0.817985 -1.6 -0.2 -0.1
H 2.188245 -0.763672 -1.354030 0.5 -0.9 0.2
H 0.467483 2.745247 -0.420198 -0.9 -2.1 0.5
O -3.606549 -0.699286 -0.223343 2.4 2.5 0.8
H 0.205342 2.412251 1.130202 -0.9 -1.8 -2.2
H -1.421894 1.575729 0.217320 0.9 -0.2 -0.4
C -1.258115 -0.866144 -0.546003 0.6 3.1 -0.6
N 0.015222 -0.512323 0.254552 -2.9 1.8 -1.9
C 0.760748 0.756471 0.061669 -4.4 -4.1 0.6
N 2.483332 -0.640032 -0.377696 1.6 2.2 -1.3
O -2.307081 1.206050 0.353026 -4.2 -3.2 -0.3
H 0.291754 -1.573238 1.995442 0.4 0.2 -2.9
N 0.002546 1.936365 0.136397 3.1 4.7 1.8
N 1.935075 0.686930 -0.226312 4.3 1.2 0.2
H -1.597198 -1.867239 -0.537247 0.7 -1.3 0.9
C -2.527723 -0.098685 -0.097813 -0.4 0.1 -0.3
H 3.493103 -0.359203 -0.415940 -1.1 -1.0 -0.3
N 0.494174 -1.608134 0.898040 1.7 -1.2 4.3
```
Forces are in eV/Å.

---

Entry 4:
A molecular structure, C3H9NO, computed with ωB97M-V/def2-TZVPD.

The energy comes out at -6792.195 eV. As for the spin multiplicity: 1. The value obtained for the HOMO energy is -0.3242 hartree.

The geometry in XYZ format:
```
14
Properties=species:S:1:pos:R:3:forces:R:3
H -1.356240 1.956198 -0.633860 0.2 0.2 -0.2
H -0.004500 1.597023 0.381965 0.2 0.7 -0.2
C 0.620815 -0.410880 -0.731725 -3.1 -1.1 2.2
H 0.664847 -1.440643 -1.055507 0.5 0.4 -1.0
H 1.366364 -0.099403 -0.009540 0.0 0.0 0.0
C -0.270770 1.825688 -0.656420 -0.1 -1.4 0.1
N 0.032025 0.583790 -1.412931 -0.1 0.7 -1.1
H -0.836771 -1.669396 2.235604 0.5 0.0 -0.1
O -0.788211 -0.978845 0.318822 2.8 1.0 -0.4
H 0.580952 -2.246750 1.256698 -0.4 -0.1 0.1
H 0.247679 2.660208 -1.111731 0.0 0.3 0.3
C -0.095668 -1.389069 1.462553 -0.3 -0.6 0.3
H -0.778777 0.261911 -1.922405 0.2 0.0 -0.2
H 0.618254 -0.649830 1.878478 -0.5 0.3 0.1
```
Forces are in eV/Å.

---

Entry 5:
2 unconnected molecules or ions with the total composition C3H9NO, computed with ωB97M-V/def2-TZVPD.

The energy comes out at -6792.775 eV. As for the spin multiplicity: 1. As for the SMILES: C=CO.CN. The value obtained for the HOMO energy is -0.3265 hartree.

The geometry in XYZ format:
```
14
Properties=species:S:1:pos:R:3:forces:R:3
H -0.653676 -0.859207 1.911343 -0.2 0.1 0.4
C 1.551434 -0.094429 -0.916033 -0.8 -1.3 0.8
H 1.046376 -0.821718 -0.264233 0.2 0.2 0.3
H -2.440226 -0.650336 -0.494108 -0.8 0.5 0.5
C -1.240043 -0.357163 1.143838 -0.8 -1.0 1.7
H 2.619395 -0.316616 -0.806642 -0.1 0.1 -0.7
H 1.580140 1.385853 0.457791 0.2 0.5 -0.2
H -2.552744 -2.042951 0.596390 0.7 -0.5 0.7
O -1.018131 0.993836 1.083889 0.8 -0.9 -2.0
H 1.443294 1.930545 -1.144913 0.2 0.3 0.4
C -2.165330 -1.050789 0.487498 0.3 1.0 -2.1
H 1.074848 -0.416093 -1.859261 0.8 0.8 -0.1
N 1.173765 1.243096 -0.456460 -0.3 -0.7 -0.8
H -0.419105 1.055969 0.260900 -0.4 1.0 1.0
```
Forces are in eV/Å.

---

Entry 6:
2 unconnected molecules or ions with the total composition C3H9NO, computed with ωB97M-V/def2-TZVPD.

The energy comes out at -6793.421 eV. As for the spin multiplicity: 1. As for the SMILES: C=NCC.O. The value obtained for the HOMO energy is -0.3686 hartree.

The geometry in XYZ format:
```
14
Properties=species:S:1:pos:R:3:forces:R:3
H 2.428746 -1.024271 -1.233666 -0.5 -0.1 -0.3
H -0.520019 1.210139 0.430431 0.0 0.5 0.3
H -1.401259 1.249438 -1.264649 -0.3 -0.1 0.1
C 1.825602 -0.708999 -0.384793 0.9 0.6 0.5
O -1.146209 1.823133 -1.988032 0.1 0.0 -0.2
H 2.342323 -0.848426 0.566735 -0.1 -0.2 0.3
H 0.700337 0.631289 1.554876 0.2 -0.2 0.1
H -0.871651 -1.607750 0.345277 0.2 0.0 0.0
H -0.329869 1.391200 -2.263445 0.1 0.1 -0.1
N 0.753198 -0.064708 -0.485028 0.0 -0.1 -0.2
C -0.966972 -0.791834 1.057872 -0.2 0.5 -0.3
H -1.962898 -0.384431 0.874741 -0.1 -0.2 0.4
H -0.896209 -1.220730 2.053902 0.0 0.2 0.1
C 0.044880 0.345949 0.735778 -0.2 -1.1 -0.8
```
Forces are in eV/Å.